165
Properties=species:S:1:pos:R:3 method="wB97M-V/def2-TZVPD" total_energy_ha=-2628.3999 orbital_gap_ev=6.602 total_charge=+1
C 12.7333 -3.7137 3.8466
C 12.6160 -2.3293 3.0915
C 11.6217 -2.5460 1.8848
C 10.1342 -2.3089 2.3844
C 9.8468 -0.7591 2.3141
C 8.3957 -0.5072 1.7053
C 7.3988 -0.5174 2.9491
C 5.9418 -0.8061 2.4272
C 5.3044 0.5705 1.9766
C 4.8629 1.3702 3.2598
C 3.3739 0.9518 3.6090
C 2.3209 1.7647 2.7459
C 1.0298 2.1450 3.5916
C -0.2539 1.6809 2.7928
C -0.6777 0.2593 3.3638
C -2.1859 -0.0724 3.0363
C -2.3967 -1.2712 2.0984
C -2.6757 -1.0621 0.6620
C -2.8464 -2.3372 -0.0310
N -2.8286 -3.5798 0.4047
N -2.5744 -3.7374 1.6946
B -2.5628 -5.2028 2.1608
O -3.7818 -5.8510 2.2431
C -1.2164 -5.9516 2.5375
C -0.9913 -7.3034 1.7527
C -2.3557 -2.6687 2.4706
C -2.0176 -2.9623 3.9650
C -3.3226 -3.2894 4.8123
O -3.2593 -2.4979 6.0084
H 13.3889 -3.6293 4.7433
H 13.1835 -4.4603 3.1475
H 11.7415 -4.1045 4.1702
H 12.1473 -1.6065 3.8052
H 13.6317 -2.0172 2.7663
H 11.7638 -3.5788 1.4910
H 11.8622 -1.7758 1.1176
H 10.0089 -2.6211 3.4538
H 9.4164 -2.9201 1.7907
H 9.8463 -0.3367 3.3456
H 10.5698 -0.1814 1.6962
H 8.0759 -1.3058 1.0033
H 8.3902 0.5125 1.2481
H 7.6723 -1.3166 3.6768
H 7.5156 0.4782 3.4352
H 5.2757 -1.2534 3.2000
H 5.9739 -1.4454 1.5106
H 4.4116 0.3739 1.3365
H 6.0226 1.1664 1.3644
H 5.4984 1.1421 4.1471
H 4.8669 2.4642 3.0258
H 3.1862 1.1928 4.6830
H 3.2695 -0.1491 3.4658
H 1.9946 1.0830 1.9212
H 2.8091 2.6856 2.3530
H 1.0028 3.2308 3.8487
H 1.1089 1.5922 4.5595
H -0.0694 1.5604 1.7012
H -1.0903 2.4156 2.9062
H -0.6162 0.3742 4.4759
H 0.0343 -0.5355 3.0340
H -2.6876 -0.3355 4.0059
H -2.7623 0.7986 2.6404
H -2.7364 -0.0604 0.2010
H -3.0270 -2.2369 -1.1277
H -4.4459 -5.3657 1.7150
H -1.1862 -6.1860 3.6276
H -0.3699 -5.2645 2.2927
H -1.2623 -7.2453 0.6748
H 0.1092 -7.5072 1.7825
H -1.4898 -8.1714 2.2423
H -1.5918 -2.0596 4.4702
H -1.2265 -3.7403 4.0799
H -3.4161 -4.3766 5.0311
H -4.1841 -2.8841 4.2184
H -4.1420 -2.4437 6.4063
C -6.7122 -1.0347 0.8660
C -5.8377 -0.1679 1.7538
O -5.8158 1.1968 1.3747
C -7.0658 1.8757 1.3910
C -7.7285 1.9023 2.7562
H -6.3894 -0.9615 -0.1746
H -6.6534 -2.0800 1.1797
H -7.7594 -0.7337 0.9041
H -4.8083 -0.5209 1.6841
H -6.1261 -0.2637 2.8076
H -7.7356 1.4540 0.6353
H -6.8592 2.9013 1.0789
H -7.9692 0.8989 3.1131
H -8.6576 2.4728 2.7158
H -7.0668 2.3616 3.4940
C -4.0313 0.2949 -4.7378
C -2.9434 0.4761 -3.6962
O -2.0666 -0.6390 -3.5830
C -1.3422 -0.9885 -4.7539
C -0.4394 0.1196 -5.2659
H -4.6252 -0.5974 -4.5247
H -4.6927 1.1628 -4.7464
H -3.6189 0.1792 -5.7411
H -3.4093 0.5993 -2.7147
H -2.3712 1.3903 -3.8825
H -2.0274 -1.3319 -5.5352
H -0.7261 -1.8500 -4.4862
H -1.0068 1.0047 -5.5601
H 0.1228 -0.2210 -6.1372
H 0.2666 0.4268 -4.4911
C -6.3759 -3.9347 -1.4479
C -7.6492 -4.6206 -0.9817
O -8.8276 -4.0681 -1.5372
C -8.9341 -4.1099 -2.9533
C -8.9009 -5.5148 -3.5279
H -6.4110 -2.8695 -1.2157
H -5.5043 -4.3740 -0.9544
H -6.2316 -4.0294 -2.5250
H -7.7390 -4.5052 0.1013
H -7.6084 -5.6985 -1.1741
H -8.1647 -3.4785 -3.4102
H -9.8933 -3.6505 -3.1998
H -7.9549 -6.0189 -3.3203
H -9.0316 -5.4852 -4.6109
H -9.6972 -6.1238 -3.0951
C -1.4908 4.6920 -6.5814
C -2.8073 3.9398 -6.4996
O -3.3449 3.8722 -5.1871
C -3.6410 5.1131 -4.5630
C -4.6617 5.9476 -5.3146
H -0.7495 4.2382 -5.9195
H -1.1066 4.6736 -7.6030
H -1.5983 5.7362 -6.2841
H -2.6459 2.9071 -6.8170
H -3.5457 4.3621 -7.1895
H -2.7194 5.6778 -4.3883
H -4.0440 4.8713 -3.5771
H -4.3063 6.2301 -6.3072
H -4.8802 6.8648 -4.7650
H -5.5903 5.3880 -5.4474
C -3.8840 5.1146 0.3154
C -3.0435 5.8465 -0.7176
O -3.5343 7.1365 -1.0389
C -3.6127 8.0638 0.0331
C -2.2752 8.3518 0.6916
H -4.9172 5.0245 -0.0275
H -3.4838 4.1132 0.4900
H -3.9020 5.6385 1.2724
H -3.0511 5.2761 -1.6476
H -1.9957 5.9076 -0.4021
H -4.3513 7.7303 0.7696
H -4.0025 8.9902 -0.3935
H -1.8437 7.4583 1.1472
H -2.3917 9.1023 1.4755
H -1.5584 8.7218 -0.0444
C 9.7324 1.2306 -2.6894
C 9.1240 -0.0574 -2.1631
O 7.7763 0.0800 -1.7386
C 6.8468 0.4985 -2.7239
C 6.7453 -0.4454 -3.9094
H 9.6795 2.0154 -1.9316
H 10.7784 1.0731 -2.9588
H 9.2110 1.5964 -3.5755
H 9.6879 -0.3837 -1.2866
H 9.2081 -0.8629 -2.9010
H 7.0738 1.5187 -3.0507
H 5.8751 0.5449 -2.2260
H 7.6887 -0.5208 -4.4526
H 5.9845 -0.0953 -4.6098
H 6.4790 -1.4509 -3.5759